{
  "formula": "C4H4OS2",
  "method": "ωB97M-V with the def2-TZVPD basis set",
  "species": ["C", "C", "C", "C", "O", "S", "S", "H", "H", "H", "H"],
  "coordinates": [[-0.683302, 0.260370, 0.175036], [-1.657949, 1.187882, 0.017220], [0.223643, 1.420121, -0.069653], [-0.974635, -1.167360, 0.127711], [-0.849852, 2.308028, -0.125329], [-3.404880, 0.741197, 0.081575], [-2.796466, -1.275369, -0.113715], [0.813709, 1.518225, 0.811094], [0.980064, 1.298044, -0.934250], [-0.652421, -1.546437, -0.884930], [-0.382085, -1.820968, 0.919796]],
  "forces_ev_per_a": [[-2.406, 1.385, -0.935], [0.098, -1.804, 0.753], [3.598, -2.289, -0.440], [2.124, -1.617, -0.657], [-1.421, 1.158, -0.719], [1.242, 0.480, 0.023], [-0.412, -0.280, 0.486], [0.653, 0.968, 0.782], [-1.695, 0.778, 0.788], [0.085, 0.046, 1.092], [-1.865, 1.172, -1.172]],
  "homo_lumo_gap_ha": 0.298,
  "charge": 0,
  "energy_ha": -1026.31206,
  "lumo_ev": 0.203,
  "de_lowest_ev": 2.789
}